(1)
{"formula": "C18H30O3Zn", "method": "wB97M-V/def2-TZVPD", "e_tot_ha": -2707.5516, "multiplicity": 1, "largest_force_ev_per_a": 5.15, "homo_energy_ev": -14.024, "charge": 2, "symbols": ["Zn", "O", "O", "O", "C", "C", "C", "C", "C", "C", "C", "C", "C", "C", "C", "C", "C", "C", "C", "C", "C", "C", "H", "H", "H", "H", "H", "H", "H", "H", "H", "H", "H", "H", "H", "H", "H", "H", "H", "H", "H", "H", "H", "H", "H", "H", "H", "H", "H", "H", "H", "H"], "xyz": [[-4.425, 3.511, 0.609], [-0.766, 1.709, -2.476], [-0.089, -1.517, -2.024], [1.722, 1.081, -4.105], [-2.953, 4.744, -0.546], [0.171, 1.055, -1.550], [0.390, -1.979, 4.430], [-0.353, 5.716, -0.947], [2.890, 1.724, -3.482], [-1.883, 5.972, -0.323], [1.487, -0.277, -3.589], [1.890, -2.380, 3.846], [-1.078, 3.032, -1.854], [-0.724, -3.296, 0.604], [-2.599, 3.300, -1.286], [0.010, 4.263, -1.691], [-1.872, -2.265, 2.899], [-1.248, -1.962, 1.410], [0.795, -2.943, -0.002], [0.823, -0.348, -2.091], [0.720, -2.688, -1.639], [-0.767, -3.014, 3.889], [-3.439, 2.493, -1.392], [0.440, -2.090, 5.605], [1.122, 4.170, -2.075], [2.891, 1.509, -2.332], [-2.129, -1.212, 3.396], [-1.350, -3.417, 4.826], [1.054, 1.727, -1.176], [0.835, -0.937, -4.337], [1.918, -3.562, 3.803], [3.908, 1.472, -4.020], [-1.464, -3.476, -0.297], [0.217, -3.650, -2.134], [1.825, -2.674, -2.025], [-2.858, -2.894, 2.859], [2.767, -1.921, 4.471], [0.459, 6.583, -0.850], [-0.228, -3.927, 3.341], [0.100, -0.870, 4.172], [1.313, -2.065, 0.575], [1.718, -0.606, -1.345], [1.966, -1.951, 2.758], [1.429, -3.933, 0.202], [2.731, 2.899, -3.625], [-2.173, 6.975, 0.231], [-2.097, -1.474, 0.742], [-0.466, 0.773, -0.580], [-4.039, 4.870, -0.128], [-0.713, -4.277, 1.244], [2.531, -0.851, -3.520], [-0.413, -1.123, 1.528]], "atomic_forces_ev_per_a": [[0.6, -1.9, 1.2], [-0.2, 4.4, 2.7], [2.6, 0.9, 0.4], [0.7, -1.3, 1.5], [4.0, -0.1, -1.0], [0.5, -2.1, 2.1], [0.5, -0.5, 0.5], [-3.7, -2.5, 0.2], [-0.1, 1.3, 0.0], [1.9, -3.6, -1.8], [0.9, -1.1, -0.6], [-1.0, 0.2, -0.3], [-1.0, 1.8, 1.0], [0.3, 1.2, -0.5], [3.0, 1.9, 0.2], [-2.8, 0.5, 1.3], [0.7, 0.2, 0.4], [-0.9, 0.2, 0.2], [-0.6, -1.5, -0.1], [0.7, -0.1, 0.4], [0.2, -2.2, 0.7], [-0.2, 0.4, 0.0], [1.7, 1.5, -0.3], [-0.1, 0.4, -2.4], [-2.6, 0.0, 0.7], [0.4, 0.3, -2.1], [0.4, -2.2, -1.0], [1.1, 0.6, -1.9], [-1.7, -1.0, -1.1], [1.2, 2.0, 1.6], [0.3, 2.6, 0.1], [-2.1, 0.1, 1.2], [1.6, 0.3, 1.8], [0.9, 2.3, 1.1], [-2.0, 0.4, 0.4], [1.9, 1.1, -0.1], [-1.8, -1.0, -1.1], [-2.0, -2.1, -0.4], [-1.4, 2.0, 1.2], [0.6, -2.1, 0.5], [-1.1, -1.6, -1.2], [-2.0, 1.0, -1.3], [0.0, -1.0, 1.9], [-1.0, 2.3, -0.8], [0.3, -2.6, 0.2], [0.6, -2.4, -1.3], [1.6, -0.9, 1.4], [1.4, 0.5, -2.0], [1.2, 2.4, -2.3], [0.1, 2.1, -1.1], [-2.1, 1.2, -0.1], [-1.5, -2.0, -0.2]]}

***

(2)
{"formula": "C46H43N5O8PSV", "method": "wB97M-V/def2-TZVPD", "e_tot_ha": -4337.9638, "multiplicity": 3, "largest_force_ev_per_a": 3.16, "de_lowest_ev": 1.3594, "homo_energy_ev": [-7.084, -7.084], "symbols": ["V", "S", "P", "O", "O", "O", "O", "O", "O", "O", "O", "N", "N", "N", "N", "N", "C", "C", "C", "C", "C", "C", "C", "C", "C", "C", "C", "C", "C", "C", "C", "C", "C", "C", "C", "C", "C", "C", "C", "C", "C", "C", "C", "C", "C", "C", "C", "C", "C", "C", "C", "C", "C", "C", "C", "C", "C", "C", "C", "C", "C", "C", "H", "H", "H", "H", "H", "H", "H", "H", "H", "H", "H", "H", "H", "H", "H", "H", "H", "H", "H", "H", "H", "H", "H", "H", "H", "H", "H", "H", "H", "H", "H", "H", "H", "H", "H", "H", "H", "H", "H", "H", "H", "H", "H"], "xyz": [[-3.513, -21.007, 2.207], [-2.193, -28.886, 6.882], [-4.603, -19.224, 0.504], [-2.791, -22.211, 0.300], [-1.920, -29.142, 5.507], [-1.569, -29.948, 7.680], [-1.777, -20.027, 1.739], [-4.795, -25.075, 0.576], [-4.509, -22.746, 1.565], [-3.517, -28.414, 7.203], [-7.125, -20.757, 5.347], [-0.126, -27.309, 7.833], [-1.856, -26.296, 6.530], [-2.514, -22.532, 3.511], [-0.090, -19.039, 0.549], [-5.159, -21.087, 6.358], [-1.929, -26.832, 2.638], [-3.302, -23.528, 3.946], [0.541, -26.089, 7.792], [-5.817, -19.772, -0.677], [-2.784, -19.564, -1.520], [-2.260, -24.090, -3.409], [-2.843, -26.156, 1.788], [-0.145, -25.403, 1.778], [-3.538, -24.494, 0.204], [-6.554, -20.900, -0.463], [-3.791, -25.773, -1.990], [0.083, -25.008, 7.109], [-3.601, -23.035, 0.689], [-0.571, -26.434, 2.625], [-4.513, -17.043, 2.221], [-5.059, -16.219, 3.196], [-6.666, -17.602, 1.420], [-1.706, -24.096, 5.595], [-2.505, -23.809, -2.035], [-0.659, -20.130, 1.229], [-7.483, -21.356, -1.375], [-2.732, -25.225, -4.046], [-3.319, -18.625, -0.685], [-6.889, -19.554, -2.842], [0.305, -21.298, 1.343], [-5.933, -20.841, 5.323], [-3.339, -24.614, -1.327], [-6.412, -16.067, 3.285], [-7.198, -16.733, 2.389], [-3.931, -19.876, 3.856], [-3.519, -26.047, -3.296], [-5.297, -17.792, 1.391], [-1.176, -25.161, 6.466], [-0.978, -22.960, 5.229], [-2.873, -17.316, -0.716], [-1.255, -17.920, -2.360], [-2.400, -25.149, 0.946], [-5.231, -20.670, 3.972], [-1.063, -24.700, 0.988], [-1.698, -19.238, -2.321], [-6.044, -19.070, -1.873], [-1.834, -16.944, -1.526], [-2.914, -24.351, 4.989], [-1.299, -27.280, 7.190], [-7.659, -20.684, -2.543], [-1.449, -22.182, 4.217], [-3.982, -18.796, 3.880], [-5.515, -18.077, -2.002], [0.929, -25.150, 1.764], [-7.064, -19.058, -3.829], [0.699, -24.102, 7.172], [-3.038, -20.113, 4.498], [-0.633, -18.196, 0.435], [-6.411, -21.481, 0.449], [-3.350, -16.493, -0.147], [-8.426, -20.974, -3.261], [-0.476, -17.604, -2.987], [-1.508, -15.906, -1.551], [-4.407, -15.605, 3.838], [-0.209, -22.286, 1.468], [-8.267, -16.444, 2.322], [-5.595, -21.296, 7.234], [-3.185, -20.619, -1.458], [-5.337, -24.391, 0.965], [-0.835, -23.822, 0.430], [-1.207, -19.958, -2.926], [0.147, -26.954, 3.294], [-4.173, -20.950, 6.375], [-6.868, -15.402, 3.974], [-2.476, -25.453, -5.028], [-3.950, -27.027, -3.651], [-8.117, -22.183, -1.148], [-4.160, -23.729, 3.317], [0.826, -19.065, 0.148], [-1.656, -23.408, -3.943], [-3.439, -17.243, 2.113], [0.865, -21.119, 2.273], [-5.124, -21.682, 3.593], [1.008, -21.247, 0.482], [-4.350, -26.511, -1.442], [-2.335, -27.592, 3.358], [-2.087, -22.993, -1.574], [-0.107, -22.637, 5.795], [-0.865, -21.332, 3.886], [-5.957, -20.207, 3.323], [-3.865, -26.401, 1.849], [1.478, -26.055, 8.390], [-3.504, -25.209, 5.299], [-7.297, -18.214, 0.756]], "atomic_forces_ev_per_a": [[0.2, -0.8, -0.7], [1.4, -0.7, 2.2], [0.8, 0.0, 0.1], [1.0, 1.8, 0.4], [0.0, 0.5, -2.5], [-1.0, 1.5, 0.3], [0.1, 0.1, 0.0], [0.7, -0.5, -0.9], [0.5, 0.9, -0.5], [-0.8, -0.5, 0.3], [-1.6, -0.2, 0.4], [0.3, 2.6, -0.5], [0.1, 1.9, -0.5], [-1.6, 1.2, -0.5], [-1.8, -1.7, 1.6], [0.7, -0.5, 1.7], [-0.2, 0.5, 0.1], [0.7, -0.5, -0.2], [-0.1, -2.7, 1.3], [-0.6, 0.6, -0.8], [0.3, -2.1, 0.0], [-0.1, -0.1, 1.1], [2.6, -0.9, 1.1], [0.1, 0.2, 0.1], [-1.4, 1.1, -0.8], [0.0, -1.3, 1.2], [-0.5, 0.4, 1.5], [-0.6, 0.6, -0.2], [-1.2, -1.7, 0.0], [-0.6, -0.8, 0.3], [1.5, -0.1, 0.7], [1.8, 0.7, 0.1], [-0.8, -0.2, 0.5], [0.2, -0.5, 0.0], [-0.5, -1.1, -2.7], [2.1, 1.8, -1.4], [-0.3, 0.1, 0.2], [0.1, 1.4, 1.3], [-1.0, 0.5, 1.2], [-0.8, 0.2, -0.7], [-0.5, -0.2, 0.1], [0.5, 0.5, -1.9], [-0.2, -1.6, 0.6], [-0.2, -0.1, -0.4], [-1.8, -0.1, -1.7], [1.5, -0.3, 0.3], [-1.2, -2.5, -0.1], [-0.8, -0.7, -0.8], [1.4, 0.3, 0.8], [0.1, 0.0, 1.2], [-0.6, 1.3, 0.9], [-0.9, 0.3, 1.3], [-0.1, -0.2, 1.3], [0.8, 1.1, 0.1], [-0.9, -1.3, 0.3], [-0.3, 1.0, 0.0], [1.2, 1.8, -0.2], [0.5, -0.5, -1.1], [-0.8, 0.3, -0.5], [1.1, -3.0, 0.3], [-0.2, 0.6, -1.3], [0.8, -0.3, -0.3], [-0.6, 0.0, -0.3], [-0.6, -1.4, -0.1], [-0.7, 0.1, 0.0], [0.4, -0.2, 1.1], [-0.6, -0.3, -0.4], [-1.1, -0.3, 0.0], [-0.1, -0.1, 0.0], [0.0, 0.2, -0.1], [0.2, -0.9, -0.1], [0.2, -0.2, 0.2], [1.1, 0.1, -0.9], [0.0, -0.2, -0.1], [-0.2, -0.5, -0.3], [0.4, 1.0, -0.4], [0.7, -0.6, 0.3], [-0.2, 0.0, 0.3], [0.7, 1.3, -0.3], [-0.2, 0.4, 0.2], [0.5, 0.2, -0.5], [0.2, -0.7, -0.5], [-0.6, 0.4, -0.6], [0.4, 0.0, -0.3], [-0.2, 0.5, 0.6], [0.3, -0.2, -1.6], [0.7, 1.2, 0.0], [-0.2, -0.6, 0.2], [0.0, -0.1, 0.4], [0.1, -0.2, 0.0], [0.7, 0.6, -0.5], [-0.3, 0.5, 0.5], [0.0, -0.1, -0.3], [0.1, -0.7, -0.2], [-0.5, -0.4, 0.7], [-0.3, 0.0, 0.2], [0.8, 0.7, -0.7], [1.0, 1.8, 0.7], [0.0, -0.3, -0.3], [-0.3, 0.2, 0.0], [-0.4, 0.3, -0.1], [-0.8, -0.3, -0.1], [-0.7, 0.0, -0.6], [0.1, 0.1, -0.1], [0.1, 0.6, 0.4]]}